P:
Density functional theory data (ωB97M-V with the def2-TZVPD basis set) for a cluster of 2 separate species, C4H12NO2 in total.

## Properties
E_HOMO in eV: -2.99
Total charge: -1
Orbital gap in Ha: 0.2573

Each line ends with the Löwdin charge.
CARTESIAN COORDINATES (ANGSTROEM)
C 0.037 -1.429 0.595  -0.0892
C 0.890 -0.178 0.227  -0.4568
C 1.133 0.701 1.502  -0.1063
N 0.107 0.650 -0.676  -0.1186
C -1.285 1.445 -0.337  -0.4900
O -1.430 1.960 0.887  -0.3266
H -1.065 -1.252 0.535  0.0793
H 0.326 -1.822 1.581  0.0610
H 0.279 -2.192 -0.151  0.0420
H 1.849 -0.490 -0.245  0.1249
H 0.272 0.763 2.163  0.0531
H 1.301 1.740 1.208  0.0622
H 1.856 0.220 2.169  0.0495
H 0.724 1.475 -0.862  0.0811
H -2.019 0.598 -0.542  0.0592
H -1.286 2.100 -1.303  0.0856
H -1.196 -1.972 -2.240  0.0828
H -0.212 -0.757 -1.999  -0.0514
O -0.282 -1.559 -2.512  -0.1420

***

Q:
Density functional theory data (ωB97M-V with the def2-TZVPD basis set) for a cluster of 2 separate species, C4H12NO2 in total.

## Properties
E_HOMO in eV: -3.01
Total charge: -1
Orbital gap in Ha: 0.2537

Each line ends with the Löwdin charge.
CARTESIAN COORDINATES (ANGSTROEM)
C -0.940 0.133 0.491  -0.2773
N -0.938 0.905 -0.744  -0.0868
C -0.771 -0.016 -1.907  -0.5331
O 0.333 -0.785 -1.870  -0.3304
C -0.726 1.035 1.730  -0.2381
C 0.078 0.336 2.823  -0.1277
H -0.184 -0.653 0.488  0.0877
H -1.930 -0.313 0.531  0.1027
H -0.116 1.502 -0.759  0.0791
H -0.848 0.636 -2.810  0.0744
H -1.701 -0.635 -1.946  0.0782
H -0.170 1.926 1.446  0.0888
H -1.688 1.379 2.064  0.0848
H -0.510 0.056 3.691  0.0489
H 0.802 1.008 3.304  0.0581
H 0.641 -0.555 2.575  0.0626
H 2.272 -1.623 -1.782  -0.0035
H 1.770 -1.062 -0.608  -0.0104
O 2.577 -1.565 -0.865  -0.1580

***

R:
Density functional theory data (ωB97M-V with the def2-TZVPD basis set) for a structure of composition C4H12NO2.

## Properties
E_HOMO in eV: -3.74
Total charge: -1
Orbital gap in Ha: 0.2841

Each line ends with the Löwdin charge.
CARTESIAN COORDINATES (ANGSTROEM)
C 0.936 0.591 -1.986  -0.0918
C -0.196 0.100 -1.034  -0.4771
C -0.152 0.893 0.266  -0.1962
C -1.192 0.533 1.316  -0.3001
O -1.132 -0.804 1.850  -0.2699
N -0.085 -1.328 -0.825  0.0374
H 1.764 -0.111 -1.841  0.0664
H 1.164 1.636 -1.771  0.0566
H 0.636 0.473 -3.025  0.0510
H -1.101 0.275 -1.637  0.1192
H -0.397 1.924 -0.042  0.1016
H 0.908 0.999 0.531  0.1088
H -2.146 0.520 0.770  0.1017
H -1.094 1.167 2.205  0.0981
H -0.770 -1.856 -1.338  0.0553
H -0.173 -1.587 0.156  0.0479
H 1.892 -0.923 1.948  -0.0916
H -0.043 -1.074 2.104  -0.0351
O 1.182 -1.427 2.354  -0.3821

***

Energy relative to the most stable one, in hartree: P 0.0271; Q 0.0000; R 0.0027

***

P:
Density functional theory data (ωB97M-V with the def2-TZVPD basis set) for a cluster of 2 separate species, C4H12NO2 in total.

## Properties
E_HOMO in eV: -2.76
Total charge: -1
Orbital gap in Ha: 0.2472

Each line ends with the Löwdin charge.
CARTESIAN COORDINATES (ANGSTROEM)
C 0.628 -0.461 1.809  -0.5060
O -0.413 -1.156 2.260  -0.3485
C 0.224 0.089 0.419  -0.4441
C -0.436 1.461 0.495  -0.2843
C -0.584 2.152 -0.808  -0.1713
N -0.743 -0.818 -0.214  -0.0250
H 1.647 -1.000 1.817  0.0818
H 0.903 0.387 2.460  0.0669
H 1.115 0.109 -0.262  0.1141
H 0.273 2.099 1.037  0.0915
H -1.445 1.402 1.095  0.1524
H 0.289 1.934 -1.530  0.0954
H -1.336 2.013 -1.510  0.0150
H -0.736 3.294 -0.606  0.0885
H -1.677 -0.430 -0.267  0.0332
H -0.891 -1.552 0.590  0.0767
H 0.577 -3.757 -2.440  0.0428
H 1.223 -2.564 -1.826  0.0063
O 1.380 -3.201 -2.519  -0.0852

***

Q:
Density functional theory data (ωB97M-V with the def2-TZVPD basis set) for a cluster of 2 separate species, C4H12NO2 in total.

## Properties
E_HOMO in eV: -2.58
Total charge: -1
Orbital gap in Ha: 0.2393

Each line ends with the Löwdin charge.
CARTESIAN COORDINATES (ANGSTROEM)
C -0.331 1.572 1.296  -0.5531
O -0.654 0.675 2.250  -0.3753
C 0.807 1.122 0.357  -0.1933
C 0.420 0.315 -0.970  -0.2140
C -1.036 -0.098 -1.165  -0.3196
N -1.528 -0.991 -0.124  0.0023
H -1.235 1.784 0.650  0.0741
H 0.003 2.566 1.702  0.0709
H 1.498 1.890 -0.015  0.0731
H 1.548 0.476 0.843  0.0805
H 0.752 0.952 -1.802  0.0849
H 1.062 -0.571 -0.990  0.0608
H -1.163 -0.613 -2.120  0.0837
H -1.594 0.831 -1.176  0.0882
H -1.849 -0.479 0.682  0.0352
H -0.807 -1.588 0.241  0.0305
H 1.413 -2.334 0.825  0.0388
H 1.038 -2.580 -0.580  0.0213
O 1.657 -2.932 0.095  -0.0890

***

Energy relative to the most stable one, in hartree: P 0.0116; Q 0.0000

***

P:
Density functional theory data (ωB97M-V with the def2-TZVPD basis set) for a cluster of 2 separate species, C4H12NO2 in total.

## Properties
E_HOMO in eV: -3.57
Total charge: -1
Orbital gap in Ha: 0.2914

Each line ends with the Löwdin charge.
CARTESIAN COORDINATES (ANGSTROEM)
N -1.352 1.978 -1.898  -0.0026
C -1.541 2.132 -0.463  -0.4195
O -1.310 0.972 0.294  -0.1814
H -0.465 1.507 -2.023  0.0257
H -2.042 1.333 -2.235  0.0397
H -0.878 2.943 -0.136  0.0921
H -2.580 2.440 -0.295  0.0880
C 1.714 -0.551 -0.146  -0.4426
O 0.807 0.222 -0.841  -0.3220
C 1.183 -1.106 1.186  -0.2761
C 0.057 -2.114 0.994  -0.1346
H 2.047 -1.422 -0.755  0.0849
H 2.634 0.027 0.076  0.0800
H -0.392 0.578 -0.106  0.0127
H 2.004 -1.567 1.750  0.0872
H 0.820 -0.254 1.767  0.0951
H 0.407 -3.025 0.499  0.0594
H -0.380 -2.403 1.954  0.0548
H -0.733 -1.691 0.378  0.0593

***

Q:
Density functional theory data (ωB97M-V with the def2-TZVPD basis set) for a cluster of 2 separate species, C4H12NO2 in total.

## Properties
E_HOMO in eV: -2.63
Total charge: -1
Orbital gap in Ha: 0.2473

Each line ends with the Löwdin charge.
CARTESIAN COORDINATES (ANGSTROEM)
C 0.511 -2.079 1.020  -0.0965
C 0.562 -0.550 1.256  -0.3935
C -0.423 0.176 0.243  -0.1821
C 0.254 0.403 -1.176  -0.5800
O 1.553 0.522 -1.283  -0.3131
N -0.039 -0.334 2.621  0.0048
H 1.119 -2.659 1.716  0.0496
H -0.526 -2.382 0.960  0.0523
H 1.010 -2.138 -0.048  0.1042
H 1.513 -0.103 1.301  0.1042
H -1.397 -0.260 0.289  0.0745
H -0.560 1.223 0.575  0.0852
H -0.074 -0.550 -1.807  0.0796
H -0.391 1.356 -1.628  0.0667
H -0.970 -0.378 2.780  -0.0024
H 0.512 -0.089 3.412  0.0343
H -1.012 2.645 -2.591  0.0070
H -0.632 2.215 -4.101  0.0706
O -1.011 2.980 -3.539  -0.1655

***

Energy relative to the most stable one, in hartree: P 0.0000; Q 0.0709